(1)
72
Properties=species:S:1:pos:R:3:forces:R:3 method="wB97M-V/def2-TZVPD" spin_multiplicity=1 charge=-2 lumo_ev=3.931 relative_energy_ev=2.1128
Ga 1.0624 -0.8031 -1.0414 -0.08 0.02 -0.33
Se -6.0523 0.7622 -0.6307 -0.10 -0.02 0.04
Sb -4.2710 0.1246 -2.2030 -0.02 -0.03 0.10
Se -0.7560 0.2572 -2.0267 0.42 0.01 0.15
Se -2.1922 -0.4761 -0.2930 -0.22 0.04 -0.14
Se -4.6859 -2.0850 -3.1653 -0.08 -0.07 -0.02
O 3.4311 -0.4488 1.7247 0.02 0.02 -0.10
C 2.6354 0.2957 1.1783 -0.05 -0.07 0.11
O 1.4855 -0.0825 0.6934 -0.02 0.12 0.07
C 2.9430 1.7671 1.0510 0.08 -0.01 0.01
C 4.2460 2.0950 0.6756 -0.06 -0.03 0.00
C 4.6277 3.4152 0.5333 0.00 0.05 0.01
C 3.7125 4.4256 0.8061 0.04 -0.02 -0.02
C 2.4304 4.1017 1.2117 -0.01 -0.04 0.00
C 2.0125 2.7721 1.3263 -0.07 0.05 -0.02
P 0.3155 2.3697 1.9637 0.03 0.11 0.11
C -0.7981 3.0430 0.6846 0.01 -0.12 -0.01
C -0.4065 3.7675 -0.4367 0.02 0.05 -0.05
C -1.3542 4.1929 -1.3574 0.05 -0.02 0.01
C -2.6947 3.8844 -1.1749 -0.04 -0.03 0.03
C -3.0988 3.1566 -0.0636 0.02 0.08 -0.05
C -2.1491 2.7395 0.8555 0.04 0.01 -0.04
C 0.2422 3.7276 3.2235 -0.01 -0.02 -0.02
C -0.6024 4.8316 3.1474 0.02 -0.02 0.01
C -0.6163 5.7838 4.1607 -0.01 0.01 0.00
C 0.2160 5.6512 5.2612 0.00 0.01 0.00
C 1.0604 4.5505 5.3506 0.00 -0.01 0.00
C 1.0627 3.5972 4.3460 0.00 0.00 0.01
H 4.9465 1.2882 0.5030 0.01 0.00 -0.01
H 5.6372 3.6582 0.2242 0.00 0.01 -0.01
H 4.0003 5.4657 0.7098 0.01 0.00 0.00
H 1.7311 4.8939 1.4502 0.01 0.00 0.00
H 0.6399 3.9704 -0.6240 0.00 0.00 0.02
H -1.0336 4.7260 -2.2446 0.00 0.01 -0.01
H -3.4282 4.1684 -1.9193 0.00 0.00 0.00
H -4.1311 2.8404 0.0417 -0.01 0.00 0.00
H -2.4586 2.1197 1.6865 -0.02 -0.04 0.04
H -1.2528 4.9462 2.2892 -0.01 0.00 -0.01
H -1.2822 6.6352 4.0837 0.00 0.00 0.00
H 0.2053 6.3961 6.0480 0.00 0.00 0.00
H 1.7116 4.4325 6.2087 0.00 0.00 0.00
H 1.7167 2.7343 4.4252 0.00 0.00 0.00
N 0.3801 -2.3881 1.8469 -0.06 -0.01 -0.01
C -0.1119 -2.9292 0.7129 0.01 -0.02 0.07
N 0.3010 -2.6405 -0.4977 0.06 0.02 0.03
C -0.4288 -3.3613 -1.4608 -0.04 -0.01 -0.04
C -0.3121 -3.2356 -2.8381 0.00 -0.01 -0.01
C -1.1469 -3.9826 -3.6473 0.01 0.00 0.00
C -2.0944 -4.8470 -3.1060 -0.01 -0.01 0.00
C -2.2213 -4.9796 -1.7362 0.00 0.00 -0.01
C -1.3787 -4.2303 -0.9319 0.02 -0.01 0.00
S -1.3411 -4.1510 0.8069 -0.01 0.02 -0.01
H 0.9004 -1.5220 1.7063 0.02 0.00 -0.01
H -0.2721 -2.3526 2.6138 0.02 -0.02 0.01
H 0.3752 -2.5259 -3.2724 0.04 0.00 -0.01
H -1.0950 -3.8505 -4.7198 -0.01 0.00 0.00
H -2.7776 -5.3731 -3.7584 0.00 0.01 0.00
H -2.9928 -5.6025 -1.3046 0.00 -0.01 0.00
Cl 2.6611 -0.7592 -4.8807 0.00 0.00 -0.01
C 2.9256 -2.2747 -4.0538 -0.02 0.01 0.01
C 2.9772 -3.4273 -4.8232 -0.01 -0.01 -0.01
C 3.1403 -4.6567 -4.2096 0.01 0.00 0.00
C 3.2561 -4.7137 -2.8260 0.00 -0.01 -0.01
C 3.2078 -3.5534 -2.0770 -0.01 0.00 0.00
C 3.0341 -2.2925 -2.6628 -0.02 -0.06 -0.01
C 2.9095 -1.0866 -1.8121 -0.01 0.08 0.09
H 2.8694 -3.3488 -5.8968 0.00 0.00 0.00
H 3.1618 -5.5602 -4.8051 0.00 0.00 0.00
H 3.3695 -5.6689 -2.3286 0.00 0.00 0.00
H 3.2751 -3.6033 -0.9960 0.00 0.00 0.00
H 3.5535 -1.1827 -0.9347 0.01 -0.03 0.00
H 3.1861 -0.1792 -2.3479 0.00 0.00 0.01


(2)
68
Properties=species:S:1:pos:R:3:forces:R:3 method="wB97M-V/def2-TZVPD" spin_multiplicity=1 lumo_ev=-0.008
Na -1.2949 -0.5191 -0.1663 0.57 0.40 0.81
I -0.6129 0.8230 2.7618 -0.06 0.07 -0.31
C 1.0430 -0.0623 3.6853 0.32 -0.19 0.21
C 0.8513 -0.1463 5.0427 0.04 -0.03 0.00
C 1.8384 -0.6430 5.9112 -0.16 0.07 -0.04
C 3.0292 -1.0269 5.3896 0.07 -0.02 -0.08
C 3.2685 -0.9531 3.9960 0.20 -0.11 0.12
C 4.5596 -1.3443 3.5501 -0.07 0.03 0.08
C 4.8886 -1.2852 2.2390 -0.10 0.05 -0.11
C 3.9078 -0.8698 1.3153 0.18 -0.09 0.01
C 2.6318 -0.5136 1.6715 -0.02 0.14 0.15
P 1.4775 -0.1753 0.2694 -0.08 0.01 0.14
C 1.6414 1.6295 0.0074 0.08 -0.04 0.07
C 2.6200 2.3988 0.6274 0.04 0.05 0.04
C 2.6736 3.7734 0.4284 -0.04 -0.06 -0.01
C 1.7480 4.3895 -0.3991 -0.03 0.02 -0.01
C 0.7672 3.6286 -1.0249 0.05 0.01 0.04
C 0.7089 2.2589 -0.8178 -0.06 0.05 -0.11
C 2.3445 -0.8853 -1.1757 -0.03 0.01 0.04
C 2.2614 -2.2675 -1.3502 -0.01 -0.05 -0.05
C 2.8093 -2.8730 -2.4680 0.02 0.04 -0.01
C 3.4329 -2.0991 -3.4416 0.00 -0.05 0.01
C 3.5112 -0.7255 -3.2816 -0.02 0.01 0.04
C 2.9717 -0.1208 -2.1506 0.08 0.02 -0.08
C 2.2751 -0.5008 3.0795 -0.21 0.14 -0.21
H -0.0865 0.1909 5.4612 0.00 0.00 0.01
H 1.6396 -0.6926 6.9733 0.01 -0.01 -0.01
H 3.8274 -1.3942 6.0227 -0.02 0.01 0.01
H 5.2735 -1.6761 4.2943 0.00 0.00 -0.01
H 5.8747 -1.5619 1.8903 -0.01 0.00 0.00
H 4.1873 -0.8546 0.2720 -0.02 0.00 -0.03
H 3.3446 1.9272 1.2790 0.01 -0.01 0.00
H 3.4380 4.3589 0.9230 0.00 0.00 0.00
H 1.7864 5.4605 -0.5534 0.00 -0.01 -0.01
H 0.0410 4.1029 -1.6733 0.00 0.01 0.00
H -0.0588 1.6827 -1.3252 0.04 -0.07 0.04
H 1.7613 -2.8820 -0.6088 -0.02 0.05 0.03
H 2.7434 -3.9476 -2.5840 0.01 0.01 -0.01
H 3.8576 -2.5703 -4.3190 -0.01 0.01 0.00
H 3.9969 -0.1183 -4.0349 0.00 0.01 0.00
H 3.0432 0.9533 -2.0373 -0.02 0.01 0.01
Cl -8.1923 0.9905 0.6020 0.08 -0.04 -0.02
C -6.6393 0.2311 0.3386 0.09 0.21 0.01
C -6.5673 -1.1157 0.1744 0.08 -0.24 -0.02
C -5.3359 -1.7622 -0.0417 -0.30 0.27 -0.11
I -5.3499 -3.8086 -0.3463 0.10 -0.26 -0.04
C -4.1175 -1.0882 -0.1267 -0.11 0.62 0.23
O -2.9924 -1.6319 -0.3470 -0.54 -0.59 -0.14
C -4.2208 0.3731 0.0865 0.34 -0.06 0.04
N -3.0515 1.0854 0.0874 -0.26 -0.41 -0.11
C -3.0867 2.3839 0.2514 -0.03 0.11 0.06
C -4.2784 3.1067 0.4443 0.15 -0.01 -0.01
C -5.4549 2.4200 0.4751 -0.04 -0.06 -0.02
C -5.4575 1.0173 0.3002 -0.30 0.03 0.04
H -7.4752 -1.7036 0.2071 0.02 0.00 0.01
H -2.1303 2.9014 0.2429 -0.01 -0.01 0.00
H -4.2429 4.1797 0.5744 -0.02 0.00 0.00
H -6.3947 2.9309 0.6333 0.00 0.00 0.00
C -1.4064 -0.6013 -4.7109 0.13 -0.13 -0.31
S -1.9244 -0.9427 -3.0436 0.21 0.54 0.40
C -1.7720 -2.7118 -3.0468 0.01 -0.17 -0.09
O -0.7557 -0.4315 -2.2109 -0.35 -0.23 -0.83
H -0.4036 -1.0035 -4.8617 -0.02 0.02 0.00
H -1.3945 0.4809 -4.8255 0.01 -0.01 0.03
H -2.1112 -1.0345 -5.4213 -0.01 0.00 0.04
H -2.4442 -3.1263 -3.7993 0.01 0.01 0.01
H -2.0902 -3.0401 -2.0578 0.03 0.01 0.00
H -0.7328 -2.9687 -3.2566 -0.01 -0.03 0.02


(3)
79
Properties=species:S:1:pos:R:3:forces:R:3 method="wB97M-V/def2-TZVPD" spin_multiplicity=5 charge=-1 lumo_ev="2.462 / 2.365" relative_energy_ev=0.0000 s_squared=6.013
Co 0.2554 0.8353 0.0218 0.43 0.08 -0.12
C 2.9545 2.6314 0.2064 -0.20 0.01 0.02
N 2.4565 1.2662 0.0552 -0.04 -0.11 0.18
C 2.9323 0.6528 -1.1881 0.02 0.02 -0.06
C 2.0779 1.1142 -2.3551 -0.06 -0.07 -0.09
N 0.7182 0.6713 -2.1214 -0.41 0.06 0.10
C -0.2248 0.8920 -3.0636 0.19 0.10 -0.18
C -0.1701 1.8021 -4.1484 0.02 -0.07 0.14
F 0.9250 2.5756 -4.3371 0.07 0.11 -0.05
C -1.2132 2.0219 -5.0286 0.11 0.05 -0.01
F -1.0766 2.9375 -6.0001 0.03 0.07 -0.08
C -2.4002 1.3406 -4.9056 -0.03 -0.06 0.03
F -3.4229 1.5614 -5.7489 -0.11 0.02 -0.08
C -2.4971 0.4016 -3.8945 0.03 0.01 0.04
F -3.6313 -0.2986 -3.7665 -0.12 -0.10 0.02
C -1.4486 0.1681 -3.0341 0.09 0.04 0.05
F -1.6100 -0.8001 -2.1295 -0.20 0.11 0.12
C 2.7854 0.4809 1.2515 -0.02 0.05 0.03
C 1.9398 0.8819 2.4566 -0.24 0.21 0.02
N 0.5684 1.2247 2.0744 0.12 0.00 -0.16
C -0.3768 1.2769 3.0387 -0.03 0.02 0.04
C -0.4050 0.6387 4.3043 0.00 -0.05 -0.03
F 0.6225 -0.1280 4.7351 0.04 -0.07 -0.05
C -1.4785 0.7028 5.1764 0.10 -0.03 -0.01
F -1.4243 0.0199 6.3284 0.02 -0.07 0.09
C -2.6110 1.4243 4.8791 0.01 -0.02 0.01
F -3.6675 1.4505 5.7099 -0.07 0.01 0.07
C -2.6137 2.1250 3.6913 -0.02 0.05 -0.09
F -3.6651 2.9013 3.3852 -0.10 0.09 -0.03
C -1.5344 2.0750 2.8425 0.08 0.04 -0.13
F -1.5732 2.9144 1.7844 -0.06 0.02 0.14
H 4.0428 2.6233 0.3462 0.05 -0.01 0.02
H 2.4847 3.0988 1.0729 0.02 -0.04 -0.06
H 2.7183 3.2275 -0.6729 0.05 -0.03 0.05
H 2.8431 -0.4293 -1.0871 -0.04 -0.03 0.04
H 3.9872 0.9037 -1.3651 0.05 -0.02 0.02
H 2.4885 0.6685 -3.2714 0.01 0.03 -0.03
H 2.1804 2.1999 -2.4698 0.04 0.00 -0.01
H 3.8480 0.5862 1.5115 0.07 0.00 -0.05
H 2.5904 -0.5591 1.0163 -0.03 -0.11 -0.05
H 2.3995 1.7406 2.9704 0.04 0.00 0.01
H 2.0069 0.0390 3.1373 0.01 -0.05 0.12
N -3.6399 2.2101 -0.9444 0.02 0.00 0.06
C -2.3264 2.0752 -0.6762 -0.14 0.04 -0.09
O -1.9012 1.0569 -0.1393 0.20 -0.28 0.08
C -1.4114 3.1981 -1.0805 0.17 -0.10 0.09
C 0.0014 2.9733 -0.5731 -0.19 0.39 -0.06
H -4.2652 1.4480 -0.7476 0.04 -0.05 0.01
H -3.9904 3.0195 -1.4195 0.01 0.05 -0.03
H -1.8376 4.1335 -0.7041 -0.06 0.04 -0.03
H -1.4409 3.2428 -2.1729 -0.01 0.02 -0.02
H 0.1923 3.4711 0.3742 -0.01 -0.12 0.01
H 0.7401 3.2688 -1.3136 -0.02 -0.19 -0.02
O 0.3660 -1.0716 0.2982 0.07 -0.21 -0.31
C 0.2477 -2.4369 0.3738 -0.22 0.13 0.20
C 1.5215 -2.9938 1.0400 -0.13 0.06 0.00
C 2.6453 -3.4657 0.4285 0.14 -0.01 -0.04
C 3.7243 -3.6940 1.3316 -0.01 -0.03 -0.09
C 3.3946 -3.3940 2.6177 -0.04 0.02 0.05
S 1.7793 -2.8417 2.7361 -0.07 0.06 -0.01
C -1.0041 -2.7570 1.2148 0.08 -0.13 -0.01
C -2.0351 -1.8959 1.4311 -0.08 0.04 0.03
C -3.0837 -2.4595 2.2166 0.02 0.12 -0.03
C -2.8301 -3.7419 2.5881 0.07 -0.11 -0.02
S -1.3127 -4.2707 1.9918 0.07 0.03 -0.07
C 0.1374 -3.0914 -1.0164 -0.01 -0.10 0.11
C 0.4865 -2.5229 -2.1989 0.22 -0.02 -0.08
C 0.3796 -3.4119 -3.3105 -0.02 0.11 0.04
C -0.0514 -4.6490 -2.9482 -0.05 -0.05 0.05
S -0.3475 -4.7348 -1.2616 0.04 0.01 0.08
H 2.7047 -3.6296 -0.6403 -0.04 0.01 0.06
H 4.6927 -4.0756 1.0320 -0.05 0.03 0.02
H 4.0021 -3.4850 3.5070 -0.03 -0.01 -0.09
H -2.0343 -0.8913 1.0323 -0.02 -0.06 0.03
H -3.9788 -1.9204 2.5019 0.05 -0.03 -0.02
H -3.4340 -4.4070 3.1886 0.03 0.09 -0.04
H 0.7725 -1.4799 -2.2565 0.06 -0.07 0.03
H 0.5945 -3.1273 -4.3337 0.01 -0.02 0.07
H -0.2389 -5.5091 -3.5751 0.01 0.08 0.03